119
Properties=species:S:1:pos:R:3:mulliken_charge:R:1 method="wB97M-V/def2-TZVPD" energy_ha=-3351.70941 homo_lumo_gap_ev=7.51 charge=0 multiplicity=1 smiles="CCCCCCN1c2c(B(C)O)ccc([C@H](I)CC)c2Sc2c(CC(=O)N(C)C)c(COCC)cc(S(C)(=O)=O)c21.COC[C@@H](C)N.COC[C@@H](C)N"
C -0.996 6.383 0.802 -0.99
C -0.661 5.500 -0.501 -0.11
C 0.405 4.335 -0.169 -0.39
C -0.096 3.329 0.987 -0.45
C -0.495 1.870 0.362 0.65
C -2.096 1.818 0.347 -0.04
N -2.695 0.651 -0.370 1.21
C -2.107 -0.638 0.031 -1.00
C -2.700 -1.386 1.282 -0.70
B -3.952 -0.832 2.163 0.82
C -5.352 -1.682 2.043 -0.90
O -3.778 0.323 3.007 -0.71
C -2.095 -2.761 1.734 -0.77
C -0.883 -3.444 1.038 -1.10
C -0.296 -2.702 -0.205 0.01
C 0.953 -3.412 -0.918 -1.06
I 2.770 -2.158 -0.896 0.03
C 0.533 -3.896 -2.391 0.24
C 1.080 -5.379 -2.764 -1.01
C -0.923 -1.361 -0.677 1.89
S -0.230 -0.554 -2.177 0.30
C -1.700 0.376 -2.862 1.15
C -1.797 0.653 -4.409 -0.17
C -0.698 0.163 -5.450 -0.44
C 0.799 0.609 -5.118 0.28
O 1.601 -0.299 -4.724 -0.54
N 1.361 1.952 -5.272 -0.12
C 2.395 2.059 -4.160 -0.62
C 0.373 3.035 -4.965 0.31
C -3.056 1.448 -4.908 0.14
C -3.367 1.794 -6.433 -0.58
O -3.869 3.160 -6.597 -0.40
C -2.785 4.116 -6.539 -0.08
C -1.821 4.120 -7.822 -0.98
C -4.133 1.935 -3.870 -0.87
C -3.992 1.646 -2.364 -0.20
S -5.315 2.318 -1.250 1.24
C -4.922 4.109 -0.915 -0.53
O -6.612 2.334 -2.052 -0.72
O -5.510 1.498 -0.006 -0.52
C -2.746 0.841 -1.827 -0.77
H -1.750 5.832 1.472 0.25
H -0.008 6.465 1.395 0.25
H -1.376 7.427 0.504 0.35
H -0.146 6.206 -1.260 0.35
H -1.602 5.094 -1.027 -0.14
H 0.633 3.810 -1.155 -0.04
H 1.362 4.843 0.198 0.36
H 0.696 3.137 1.784 0.39
H -1.051 3.728 1.502 0.19
H -0.029 1.010 0.964 0.30
H -0.065 1.843 -0.703 -0.61
H -2.446 2.811 -0.135 -0.40
H -2.543 1.845 1.414 0.13
H -5.285 -2.270 1.050 0.24
H -6.239 -0.967 2.080 0.25
H -5.413 -2.470 2.872 0.29
H -2.808 0.319 3.213 0.34
H -2.559 -3.301 2.618 0.29
H -0.471 -4.442 1.429 0.20
H 1.241 -4.349 -0.313 0.57
H 0.810 -3.100 -3.157 0.07
H -0.621 -3.970 -2.386 0.21
H 1.598 -5.822 -1.831 0.26
H 0.188 -6.076 -2.984 0.29
H 1.810 -5.343 -3.639 0.28
H -0.906 0.442 -6.537 0.30
H -0.711 -0.992 -5.417 0.27
H 2.680 3.161 -3.954 0.29
H 1.908 1.693 -3.177 0.14
H 3.368 1.525 -4.406 0.24
H 0.901 4.046 -4.805 0.40
H -0.398 3.166 -5.792 -0.72
H -0.102 2.786 -3.938 0.01
H -2.524 1.565 -7.164 0.27
H -4.255 1.124 -6.748 0.30
H -3.264 5.168 -6.494 0.32
H -2.236 3.993 -5.537 0.17
H -1.110 3.209 -7.751 0.23
H -2.425 3.956 -8.781 0.31
H -1.192 5.071 -7.825 0.33
H -5.053 2.529 -4.223 0.37
H -5.175 4.351 0.177 0.36
H -5.558 4.815 -1.564 0.37
H -3.826 4.360 -1.183 -0.15
C 5.399 -1.831 5.341 -0.73
O 4.826 -2.166 4.087 -0.35
C 4.229 -1.070 3.399 -0.53
C 5.225 -0.185 2.621 0.36
C 6.035 0.751 3.515 -1.45
N 6.150 -0.993 1.816 -0.74
H 4.834 -1.050 5.858 0.34
H 6.439 -1.527 5.210 0.28
H 5.396 -2.729 5.964 0.24
H 3.542 -1.518 2.674 0.17
H 3.611 -0.474 4.083 0.47
H 4.640 0.444 1.941 0.40
H 6.835 0.235 4.048 0.29
H 6.510 1.531 2.911 0.36
H 5.394 1.246 4.249 0.34
H 5.606 -1.548 1.156 0.23
H 6.561 -1.692 2.435 0.36
C 2.361 -5.667 8.346 -0.67
O 3.173 -4.913 7.462 -0.36
C 3.155 -5.365 6.111 -0.75
C 1.944 -4.875 5.291 0.57
C 0.650 -5.621 5.611 -1.46
N 1.720 -3.435 5.467 -0.67
H 2.338 -6.728 8.081 0.30
H 1.349 -5.258 8.368 0.23
H 2.776 -5.570 9.351 0.25
H 4.060 -4.951 5.652 0.28
H 3.256 -6.456 6.066 0.45
H 2.169 -5.059 4.235 0.38
H 0.203 -5.301 6.554 0.30
H -0.094 -5.437 4.830 0.28
H 0.820 -6.699 5.658 0.37
H 2.555 -2.936 5.163 0.14
H 1.683 -3.254 6.471 0.34